*a*
# H16O8

A 8-piece molecular cluster, H16O8 overall (ωB97M-V/def2-TZVPD, the Open Molecules 2025 dataset).

The LUMO energy is -0.41 eV. Its SMILES is O.O.O.O.O.O.O.O. The calculation puts the HOMO energy at -10.40 eV.

ORCA input file:
```
! RIJCOSX wB97M-V def2-TZVPD def2/J DEFGRID3
* xyz 0 1
O 0.216 -2.003 -2.522
H 0.716 -1.472 -1.890
H 0.727 -2.810 -2.637
O 0.034 3.651 0.003
H 0.268 2.801 -0.384
H 0.863 4.005 0.339
O -3.664 -0.656 2.305
H -3.505 -0.845 3.234
H -3.158 -1.313 1.810
O 1.873 -0.653 1.552
H 1.392 -1.364 1.988
H 2.747 -0.666 1.960
O -0.226 0.441 -0.195
H -0.812 -0.333 -0.133
H 0.492 0.297 0.433
O -1.961 -1.813 0.062
H -1.909 -2.709 0.413
H -2.585 -1.872 -0.672
O 3.165 2.141 1.032
H 2.627 1.426 1.387
H 3.692 1.740 0.334
O -0.459 0.982 -3.018
H -0.314 0.917 -2.060
H -0.219 0.108 -3.341
*
```

*b*
# H16O8

A 8-piece molecular cluster, H16O8 overall (ωB97M-V/def2-TZVPD, the Open Molecules 2025 dataset).

The LUMO energy is 0.43 eV. Its SMILES is O.O.O.O.O.O.O.O. The calculation puts the HOMO energy at -11.15 eV.

ORCA input file:
```
! RIJCOSX wB97M-V def2-TZVPD def2/J DEFGRID3
* xyz 0 1
O 1.163 0.309 -1.490
H 0.281 -0.050 -1.663
H 1.616 -0.522 -1.373
O 0.184 -1.151 1.743
H -0.651 -0.702 2.015
H 0.859 -0.398 1.692
O 0.867 2.511 0.038
H 0.915 1.893 -0.695
H 1.286 3.301 -0.282
O -1.865 0.408 -1.439
H -1.813 0.920 -0.659
H -2.079 -0.494 -1.159
O -1.936 -2.347 -0.774
H -1.170 -2.834 -0.560
H -2.583 -3.021 -1.039
O -1.868 2.443 1.249
H -2.390 3.274 0.993
H -1.068 2.494 0.738
O 0.923 -2.709 -0.669
H 0.651 -2.156 0.121
H 1.722 -3.194 -0.257
O 2.450 0.335 1.187
H 2.619 1.059 1.819
H 1.888 0.631 0.462
*
```

Least stable = *a*

*a*
# H16O8

A 8-piece molecular cluster, H16O8 overall (ωB97M-V/def2-TZVPD, the Open Molecules 2025 dataset).

The LUMO energy is 0.17 eV. Its SMILES is O.O.O.O.O.O.O.O. The calculation puts the HOMO energy at -11.02 eV.

ORCA input file:
```
! RIJCOSX wB97M-V def2-TZVPD def2/J DEFGRID3
* xyz 0 1
O -2.945 1.714 -0.214
H -3.639 2.348 -0.296
H -2.462 1.809 0.609
O 1.917 -0.986 0.544
H 1.212 -1.554 0.216
H 2.595 -1.381 1.058
O -0.247 -2.591 0.605
H -0.857 -2.905 -0.113
H -0.687 -1.753 0.841
O 3.591 0.045 -1.400
H 2.840 -0.260 -0.875
H 3.868 0.849 -1.064
O 1.396 1.512 -2.063
H 1.316 2.273 -1.447
H 2.197 1.073 -1.837
O -3.995 -0.994 -0.110
H -3.364 -1.272 0.527
H -4.043 -0.040 -0.134
O 1.256 0.867 2.491
H 1.016 0.296 3.229
H 1.287 0.370 1.665
O -0.692 -0.019 -0.426
H -1.452 0.495 -0.614
H -0.100 0.098 -1.190
*
```

*b*
# H16O8

A 8-piece molecular cluster, H16O8 overall (ωB97M-V/def2-TZVPD, the Open Molecules 2025 dataset).

The LUMO energy is -0.37 eV. Its SMILES is O.O.O.O.O.O.O.O. The calculation puts the HOMO energy at -10.62 eV.

ORCA input file:
```
! RIJCOSX wB97M-V def2-TZVPD def2/J DEFGRID3
* xyz 0 1
O 2.584 0.987 1.003
H 1.950 1.077 0.261
H 2.839 1.863 1.215
O 0.040 -1.779 0.791
H 0.283 -2.680 1.069
H -0.940 -1.603 0.904
O 0.332 -0.097 -1.395
H 0.368 -0.584 -0.574
H -0.176 0.681 -1.195
O -0.830 2.219 0.240
H -0.737 1.857 1.113
H -0.421 3.065 0.444
O -3.698 2.095 -0.664
H -2.789 2.009 -0.642
H -4.101 1.526 -0.023
O 3.153 -1.954 -0.212
H 3.129 -1.195 -0.756
H 2.823 -2.569 -0.846
O -0.688 -2.048 -2.900
H -0.441 -1.209 -2.436
H -0.950 -2.649 -2.181
O -0.365 0.584 2.317
H -1.299 0.689 2.464
H -0.065 -0.286 2.003
*
```

*c*
# H16O8

A 8-piece molecular cluster, H16O8 overall (ωB97M-V/def2-TZVPD, the Open Molecules 2025 dataset).

The LUMO energy is 0.33 eV. Its SMILES is O.O.O.O.O.O.O.O. The calculation puts the HOMO energy at -10.90 eV.

ORCA input file:
```
! RIJCOSX wB97M-V def2-TZVPD def2/J DEFGRID3
* xyz 0 1
H -0.260 -0.967 2.219
H -1.575 -0.934 1.282
H 1.338 0.055 1.362
H 2.319 -0.260 2.556
H -1.831 -2.628 -1.372
H -1.434 -1.153 -1.234
H -1.413 1.026 1.529
H -1.160 2.701 1.530
H -0.406 0.666 -1.771
H -1.595 1.124 -0.951
H 1.692 1.182 -0.500
H 0.496 1.509 0.330
H 1.229 -0.475 -2.717
H 0.825 0.921 -3.513
H 0.382 -1.668 -0.230
H 1.853 -1.707 0.110
O -1.153 -0.546 2.103
O 1.435 -0.455 2.255
O -1.409 -2.014 -0.770
O -1.320 1.844 0.958
O -1.348 0.450 -1.619
O 1.475 1.572 0.355
O 1.042 0.564 -2.646
O 1.220 -1.340 -0.465
*
```

*d*
# H16O8

A 8-piece molecular cluster, H16O8 overall (ωB97M-V/def2-TZVPD, the Open Molecules 2025 dataset).

The LUMO energy is -0.04 eV. Its SMILES is O.O.O.O.O.O.O.O. The calculation puts the HOMO energy at -10.63 eV.

ORCA input file:
```
! RIJCOSX wB97M-V def2-TZVPD def2/J DEFGRID3
* xyz 0 1
H -0.521 -0.713 1.635
H 0.429 0.428 1.009
H 2.644 3.643 -0.095
H 3.129 2.379 0.761
H 2.427 -2.442 -0.889
H 1.327 -1.402 -0.588
H -4.786 -1.095 1.519
H -5.953 -0.174 1.323
H 4.212 -0.762 -0.717
H 4.203 -1.833 0.320
H -2.907 -1.557 -1.740
H -3.228 -1.508 -0.223
H -2.787 1.932 -0.584
H -3.845 1.326 -1.398
H 1.792 1.495 -0.790
H 1.710 0.086 -1.308
O 0.388 -0.475 1.437
O 2.383 3.041 0.601
O 1.897 -2.111 -0.205
O -5.115 -0.500 0.853
O 4.600 -1.000 0.155
O -2.585 -1.694 -0.820
O -3.657 2.124 -0.879
O 2.358 0.640 -0.921
*
```

Least stable = *d*

*a*
# C2HNO2S

A 2-piece molecular cluster, C2HNO2S overall (ωB97M-V/def2-TZVPD, the Open Molecules 2025 dataset).

The LUMO energy is 0.13 eV. The calculation puts the HOMO energy at -11.00 eV.

ORCA input file:
```
! RIJCOSX wB97M-V def2-TZVPD def2/J DEFGRID3
* xyz 0 1
C -0.560 -0.671 -0.824
C -3.280 0.685 -0.138
N -0.527 -1.042 0.274
O -3.084 1.685 -0.653
O -0.455 -1.391 1.565
S -3.564 -0.614 0.598
H -1.374 -1.391 1.942
*
```

*b*
# C2HNO2S

A 2-piece molecular cluster, C2HNO2S overall (ωB97M-V/def2-TZVPD, the Open Molecules 2025 dataset).

The LUMO energy is 0.62 eV. Its SMILES is N=C=S.O=C=O. The calculation puts the HOMO energy at -9.75 eV.

ORCA input file:
```
! RIJCOSX wB97M-V def2-TZVPD def2/J DEFGRID3
* xyz 0 1
C 1.037 -0.398 1.087
C -1.312 0.795 -1.873
N 1.266 -1.304 1.787
O -1.484 -0.220 -2.412
O -1.214 1.852 -1.425
S 0.870 0.873 0.217
H 0.837 -1.599 2.619
*
```

Least stable = *a*

*a*
# C8H9NO3

A 2-piece molecular cluster, C8H9NO3 overall (ωB97M-V/def2-TZVPD, the Open Molecules 2025 dataset).

The LUMO energy is -0.18 eV. Its SMILES is C/N=C1/C=CC=C[C@@H]1O.O=C=O. The calculation puts the HOMO energy at -9.10 eV.

ORCA input file:
```
! RIJCOSX wB97M-V def2-TZVPD def2/J DEFGRID3
* xyz 0 1
C 0.316 2.262 -0.591
C 1.514 1.874 0.195
C -0.662 1.365 -0.738
C 1.694 0.642 0.625
C -0.578 0.007 -0.196
C 0.757 -0.458 0.307
C -3.717 0.682 0.075
C -1.634 -1.981 0.300
N -1.700 -0.604 -0.128
O 1.393 -1.277 -0.672
O -3.665 0.944 1.195
O -3.892 0.518 -1.046
H 0.298 3.186 -1.136
H 2.142 2.585 0.501
H -1.492 1.336 -1.355
H 2.527 0.448 1.346
H 0.533 -1.119 1.308
H -0.733 -2.142 0.823
H -2.494 -2.064 0.865
H -1.676 -2.537 -0.608
H 1.920 -0.625 -1.232
*
```

*b*
# C8H9NO3

A 2-piece molecular cluster, C8H9NO3 overall (ωB97M-V/def2-TZVPD, the Open Molecules 2025 dataset).

The LUMO energy (spin up / spin down) is -0.08 / -0.08 eV. Its SMILES is [O-]/[N+](O)=C1/C=CC=CC1.C=C=O. The calculation puts the HOMO energy (spin up / spin down) at -7.91 / -7.92 eV.

ORCA input file:
```
! RIJCOSX wB97M-V def2-TZVPD def2/J DEFGRID3
* xyz 0 1
C 2.313 -0.487 0.607
C 1.986 -0.574 -0.774
C 1.659 0.305 1.467
C 0.898 0.009 -1.266
C -1.605 -1.826 1.105
C 0.470 1.028 1.027
C 0.115 0.785 -0.399
C -2.129 -1.470 0.022
N -1.001 1.318 -0.808
O -1.182 -2.139 2.141
O -1.400 1.004 -2.135
O -1.905 1.844 -0.106
H 3.224 -1.163 0.777
H 2.620 -1.153 -1.552
H 2.005 0.599 2.424
H 0.616 0.099 -2.350
H -0.387 0.744 1.625
H 0.691 2.106 1.220
H -2.130 1.522 -2.296
H -2.199 -0.390 -0.051
H -2.660 -2.163 -0.679
*
```

Least stable = *b*